1.
A molecular structure, C14H26BF4O3P3PdSbSe4Te. Source: the Open Molecules 2025 dataset; level of theory: ωB97M-V/def2-TZVPD.

```
58
Properties=species:S:1:pos:R:3:forces:R:3:nbo_charge:R:1
Pd 0.47383 -0.96826 -0.98309 0.0706 0.0100 -0.0130 0.20
Se 1.34587 -5.45938 -3.46789 0.0202 -0.0312 0.0058 -0.61
Sb 2.85485 -4.41991 -1.98714 0.0065 0.0387 -0.0387 1.07
Se 2.21323 -2.68298 -0.39818 -0.0164 0.0214 0.0986 -0.50
Se 2.44593 0.32411 -0.42596 0.0260 -0.0040 0.0141 0.09
Se 5.08432 -5.08916 -1.72327 -0.0096 -0.0202 -0.0090 -0.55
C -1.32444 1.61352 0.49349 -0.0339 0.0051 0.0241 -0.99
P -0.98539 0.74534 -1.04853 0.0087 0.0209 -0.0756 1.16
C -0.56142 2.05790 -2.22860 0.0261 0.0216 0.0208 -0.97
C -2.61493 0.14168 -1.59981 0.0005 -0.0055 -0.0041 -0.36
C -3.71531 0.98451 -1.72559 -0.0012 0.0055 0.0046 -0.13
C -4.94749 0.46754 -2.08884 -0.0025 -0.0085 -0.0027 -0.22
C -5.08605 -0.89418 -2.33029 0.0069 0.0071 0.0000 -0.19
C -3.98995 -1.73336 -2.21920 0.0080 0.0028 -0.0003 -0.19
C -2.75195 -1.21634 -1.85325 -0.0142 -0.0135 -0.0172 -0.30
P -1.23512 -2.22001 -1.79092 -0.0499 0.0116 -0.0205 1.11
C -1.01871 -2.58465 -3.55979 -0.0114 -0.0001 0.0019 -0.97
C -1.62455 -3.80378 -1.02448 0.0077 -0.0216 0.0193 -0.97
H -2.22129 2.22219 0.36659 0.0050 0.0099 0.0030 0.23
H -0.48756 2.27067 0.72046 -0.0304 0.0222 -0.0132 0.27
H -1.47506 0.89185 1.29448 -0.0214 -0.0040 -0.0256 0.30
H -1.35524 2.80555 -2.27126 -0.0045 -0.0076 0.0024 0.23
H -0.40436 1.63152 -3.21845 -0.0150 -0.0141 -0.0007 0.24
H 0.35972 2.53088 -1.88676 -0.0301 -0.0129 -0.0093 0.28
H -3.61886 2.04502 -1.52372 0.0030 -0.0017 -0.0012 0.20
H -5.80417 1.12373 -2.17342 -0.0008 -0.0026 -0.0014 0.21
H -6.05152 -1.30034 -2.60357 -0.0003 0.0005 0.0027 0.21
H -4.10374 -2.79369 -2.41073 -0.0040 0.0016 0.0017 0.21
H -1.88591 -3.12653 -3.94306 0.0004 0.0002 -0.0032 0.23
H -0.12830 -3.19353 -3.70425 -0.0098 0.0055 -0.0062 0.27
H -0.91206 -1.64643 -4.10444 -0.0088 0.0112 0.0090 0.24
H -2.55540 -4.21096 -1.42219 0.0041 -0.0038 -0.0023 0.22
H -1.68992 -3.67039 0.05422 -0.0022 0.0106 -0.0049 0.30
H -0.80700 -4.48713 -1.26028 0.0010 -0.0065 -0.0074 0.26
F -1.04987 -2.92750 2.05827 -0.0172 0.0168 -0.0066 -0.57
B -1.83462 -1.77257 2.18981 0.0340 -0.0362 0.0212 1.35
F -2.26710 -1.37748 0.88308 -0.0114 0.0173 0.0121 -0.60
F -1.05703 -0.72042 2.72245 -0.0462 -0.0266 -0.0095 -0.58
F -2.94786 -2.01047 2.98885 0.0149 0.0088 -0.0091 -0.56
C 1.51138 0.52138 4.09122 -0.0001 0.0156 0.0184 -0.63
C 1.17037 1.34409 2.87740 0.0306 -0.0109 0.0147 -0.07
O 2.39244 1.97319 2.40172 -0.0045 -0.0197 0.0331 -0.86
P 2.36566 2.91840 1.13069 -0.0144 -0.0133 -0.0705 2.02
O 1.82779 2.10634 -0.09255 0.0169 0.0216 0.0288 -1.08
Te 1.19602 4.91164 1.42440 -0.0081 -0.0257 -0.0059 -0.54
O 3.91635 3.07566 0.83212 0.0045 0.0012 0.0086 -0.83
C 4.79459 3.66684 1.80915 0.0023 0.0060 0.0074 -0.06
C 5.57931 2.58955 2.52263 0.0051 -0.0037 0.0075 -0.63
H 0.61207 0.00542 4.42610 0.0234 0.0013 -0.0086 0.24
H 1.89237 1.15186 4.89608 0.0050 0.0054 -0.0014 0.20
H 2.26333 -0.22676 3.83904 -0.0068 -0.0070 -0.0023 0.21
H 0.44480 2.12865 3.10342 0.0073 0.0144 0.0111 0.19
H 0.77731 0.70936 2.08522 0.0332 -0.0145 0.0091 0.21
H 4.20832 4.27168 2.50521 0.0015 0.0035 -0.0020 0.20
H 5.44884 4.33636 1.25148 -0.0017 -0.0019 -0.0043 0.18
H 4.91139 1.93817 3.08401 -0.0008 0.0023 -0.0031 0.23
H 6.29016 3.04816 3.21294 -0.0016 -0.0021 0.0026 0.20
H 6.13196 1.98341 1.80499 0.0057 -0.0013 -0.0028 0.21
```
Positions in Å, forces in eV/Å.

Calculated values
E_HOMO: -5.518 eV
total energy: -339206.059 eV
total charge: -1
orbital gap: 6.42 eV

2.
A molecular structure, C14H26Br6N2O3Sr2 in a non-equilibrium geometry. Source: the Open Molecules 2025 dataset; level of theory: ωB97M-V/def2-TZVPD.

```
53
Properties=species:S:1:pos:R:3:forces:R:3:nbo_charge:R:1
N 16.00013 -5.55158 18.96080 0.2686 0.3805 0.3688 -0.87
H 15.68777 -5.23714 18.05324 -0.6124 0.3514 -0.3579 0.46
H 15.34351 -5.32949 19.69540 -1.0924 -0.0154 0.2701 0.49
H 16.85853 -5.08953 19.22491 0.2843 0.6998 -0.1716 0.37
H 16.22853 -6.53540 18.95595 -0.1054 -1.4188 0.0824 0.48
Sr 19.05628 -6.32474 17.01329 0.0346 -1.2812 -0.8508 1.63
Sr 19.26705 -6.56447 20.73032 -0.3146 -1.4299 0.7367 1.70
C 17.99749 -10.36315 18.76207 0.9487 -0.3381 0.6660 -0.65
C 17.50643 -9.03310 18.38613 -2.0536 0.7541 -1.9817 -0.08
O 17.88542 -7.79443 18.96442 1.9417 2.4461 1.1297 -1.26
H 17.36198 -11.03260 18.18235 0.2472 -0.3387 0.0045 0.27
H 17.84372 -10.61419 19.81156 0.0237 0.0112 0.0549 0.24
H 19.04475 -10.48975 18.48762 0.0726 -0.3094 0.0963 0.22
H 16.42152 -9.11084 18.31527 -0.4834 0.3604 0.9872 0.20
H 17.62259 -8.90713 17.30969 0.8358 -0.1279 -0.8908 0.11
Br 13.74513 -8.41136 19.92631 0.4053 -0.4705 0.6003 -0.06
C 14.23241 -9.24586 21.68048 1.5609 0.1511 0.4568 -0.42
C 15.68975 -8.86794 22.05793 -1.1551 -0.2116 1.6665 -0.43
Br 15.91683 -9.47553 24.04644 -0.0970 0.7106 -1.9622 0.04
H 14.14669 -10.33226 21.70264 -0.5211 0.1493 -0.5715 0.25
H 13.60226 -8.76342 22.42765 -0.2155 -0.2194 -0.3267 0.26
H 15.65701 -7.77864 22.03700 0.7134 0.1256 0.2909 0.18
H 16.54740 -9.32006 21.55982 -0.4776 -0.0641 -0.2831 0.20
Br 22.67260 -13.77555 19.99919 0.0812 0.1166 -0.8422 0.15
C 22.79447 -12.89621 18.23903 0.1217 -0.0290 0.4332 -0.47
C 21.72188 -11.84131 18.24892 -0.5423 0.0885 -0.6186 -0.41
Br 22.01172 -10.56775 16.73914 -0.1346 0.1893 0.3995 -0.06
H 22.56910 -13.58063 17.42118 0.0910 -0.3484 0.3596 0.25
H 23.81583 -12.54237 18.09859 -0.1218 0.1136 0.2857 0.26
H 21.59330 -11.28112 19.17507 0.3453 0.0087 -0.2393 0.22
H 20.77889 -12.29720 17.94719 -0.0147 -0.0333 0.3585 0.22
Br 18.49113 -14.65680 17.26731 0.3299 1.6190 -0.9047 0.09
C 18.68904 -13.16903 15.86571 -0.3179 -0.7280 0.0190 -0.43
C 19.37861 -13.70977 14.66336 0.7638 -0.6167 -0.0893 -0.42
Br 21.22701 -14.32360 15.19713 -1.1291 0.2624 -0.5392 0.11
H 19.24995 -12.27616 16.14188 -0.1334 -0.2510 1.0181 0.21
H 17.67809 -12.89568 15.56345 -0.1122 -0.0772 0.3036 0.23
H 19.51020 -12.90286 13.94247 0.2105 -0.1224 -0.0434 0.24
H 18.84186 -14.53622 14.19754 0.3890 -0.1068 0.1047 0.26
C 14.01689 -12.47560 19.28870 -0.2676 -0.0057 -1.3337 -0.21
C 15.26818 -12.91741 19.02641 1.5005 -1.4529 0.6818 -0.20
C 15.93866 -13.68877 20.01820 0.5137 0.0592 0.5645 -0.18
C 15.33181 -13.94584 21.23545 -0.7988 0.7584 -0.2512 0.10
C 14.04413 -13.45021 21.45774 1.6298 -1.7427 2.5676 -0.16
C 13.41342 -12.81031 20.48286 -2.2058 2.5216 -1.8626 -0.18
N 16.02270 -14.64103 22.33655 -2.3894 -1.4527 2.4562 0.50
O 15.34393 -15.05800 23.30481 0.5364 1.3373 -2.1964 -0.34
O 17.19171 -14.81775 22.26325 2.0510 0.2253 -0.8752 -0.33
H 13.53021 -11.98860 18.45661 -0.5714 0.2434 0.3287 0.23
H 15.73375 -12.83960 18.05502 0.0286 0.2411 -0.0710 0.22
H 16.95853 -14.02598 19.90611 0.0665 -0.1126 -0.2818 0.25
H 13.56390 -13.53651 22.42125 0.1037 -0.4212 0.1135 0.27
H 12.41886 -12.42122 20.64363 -0.2326 -0.1990 0.1394 0.24
```
Positions in Å, forces in eV/Å.

Calculated values
E_HOMO: -17.720 eV
total energy: -445939.810 eV
total charge: +4
orbital gap: 1.63 eV

The highest orbital gap belongs to which entry?
C14H26BF4O3P3PdSbSe4Te